Record 1
Density functional theory data (ωB97M-V/def2-TZVPD) for a 2-piece molecular cluster, C4H11N3O2 overall at a distorted geometry.

Structure (ORCA input):
```
! wB97M-V def2-TZVPD RIJCOSX def2/J DEFGRID3
* xyz 0 1
C -0.218 -2.348 -0.137
C 1.300 -0.448 -0.759
N 0.465 0.302 -1.204
N 0.953 -1.635 0.137
N 2.737 -0.548 -0.839
H -1.810 -0.218 -0.467
H 0.673 1.086 -1.777
H 0.953 -1.346 1.176
H 3.176 -1.483 -0.884
H 3.124 -0.194 0.108
H -0.614 -2.772 0.752
H -0.136 -3.051 -0.999
H -1.093 -1.481 -0.465
C -1.383 2.693 0.794
C -1.161 1.151 0.838
O -1.961 0.634 -0.171
O -0.679 0.412 1.565
H -2.459 2.832 1.338
H -1.340 3.157 -0.247
H -0.529 3.255 1.241
*
```

Results
HOMO-LUMO gap = 9.44 eV
HOMO energy = -0.3188 Ha
SMILES = [H]/N=C(\N)NC.CC(=O)O
calculated total energy = -12889.0787 eV
LUMO energy = 0.77 eV
molar mass = 133.15 g/mol
energy above the lowest of the compared OMol25 structures with the same formula, charge and spin = 86.5 kcal/mol
largest force on an atom = 7.047 eV Å⁻¹

Record 2
Density functional theory data (ωB97M-V/def2-TZVPD) for a 2-piece molecular cluster, C4H11N3O2 overall at a distorted geometry.

Structure (ORCA input):
```
! wB97M-V def2-TZVPD RIJCOSX def2/J DEFGRID3
* xyz 0 1
C 1.298 -0.080 -3.352
C 1.496 0.923 -1.078
N 2.183 0.718 0.132
N 1.909 0.031 -2.039
N 0.711 1.916 -1.148
H 2.331 -0.262 0.316
H 1.743 1.173 0.919
H 2.810 -0.394 -1.895
H 0.255 2.157 -2.016
H -3.558 -2.483 1.822
H 0.363 0.441 -3.303
H 1.065 -1.120 -3.582
H 1.925 0.369 -4.123
C -1.899 0.136 2.781
C -2.250 -1.338 2.740
O -1.616 -2.160 3.332
O -3.380 -1.556 2.048
H -1.828 0.421 3.830
H -2.613 0.814 2.346
H -0.948 0.293 2.271
*
```

Results
HOMO-LUMO gap = 9.50 eV
HOMO energy = -0.3269 Ha
SMILES = [H]/N=C(/N)NC.CC(=O)O
calculated total energy = -12892.0495 eV
LUMO energy = 0.60 eV
molar mass = 133.15 g/mol
energy above the lowest of the compared OMol25 structures with the same formula, charge and spin = 18.0 kcal/mol
largest force on an atom = 1.036 eV Å⁻¹

Record 3
Density functional theory data (ωB97M-V/def2-TZVPD) for a 3-piece molecular cluster, C4H11N3O2 overall at a distorted geometry.

Structure (ORCA input):
```
! wB97M-V def2-TZVPD RIJCOSX def2/J DEFGRID3
* xyz 0 1
C -2.526 1.943 1.376
C -1.668 -1.218 1.013
C -0.513 -0.380 -1.083
C -0.598 -0.418 0.276
N 0.303 0.459 -1.895
N 3.221 -0.153 -1.220
N 0.406 -0.017 1.104
O -3.220 1.528 0.570
O -1.768 2.379 2.127
H -1.248 -2.057 1.628
H -2.522 -1.587 0.341
H -2.018 -0.361 1.672
H -1.280 -0.811 -1.654
H 0.609 1.158 -1.317
H 1.157 -0.066 -2.205
H 3.076 -0.364 -0.238
H 4.091 0.110 -1.536
H 1.322 0.239 0.761
H 2.905 -0.988 -1.617
H 0.273 0.607 1.894
*
```

Results
HOMO-LUMO gap = 8.22 eV
HOMO energy = -0.2795 Ha
SMILES = C/C(N)=C/N.O=C=O.N
calculated total energy = -12891.0781 eV
LUMO energy = 0.61 eV
molar mass = 133.15 g/mol
energy above the lowest of the compared OMol25 structures with the same formula, charge and spin = 40.4 kcal/mol
largest force on an atom = 3.305 eV Å⁻¹

Record 4
Density functional theory data (ωB97M-V/def2-TZVPD) for a 2-piece molecular cluster, C4H11N3O2 overall at a distorted geometry.

Structure (ORCA input):
```
! wB97M-V def2-TZVPD RIJCOSX def2/J DEFGRID3
* xyz 0 1
C -2.963 -0.276 0.696
C -2.052 -1.338 0.228
O -2.690 -2.536 0.307
O -0.882 -1.267 -0.013
H -3.868 -0.311 0.097
H -2.475 0.676 0.507
H -3.283 -0.405 1.730
C 2.068 -0.476 -1.387
C 1.662 1.360 0.095
N 2.861 1.781 0.209
N 1.156 0.557 -0.899
N 0.760 1.644 1.115
H 3.567 1.330 -0.348
H -2.048 -3.252 0.156
H 0.228 0.253 -0.624
H -0.143 2.048 0.906
H 1.167 2.258 1.806
H 2.607 -0.943 -0.552
H 2.830 0.012 -1.987
H 1.498 -1.117 -2.042
*
```

Results
HOMO-LUMO gap = 9.11 eV
HOMO energy = -0.3169 Ha
SMILES = [H]/N=C(/N)NC.CC(=O)O
calculated total energy = -12892.0398 eV
LUMO energy = 0.49 eV
molar mass = 133.15 g/mol
energy above the lowest of the compared OMol25 structures with the same formula, charge and spin = 18.2 kcal/mol
largest force on an atom = 2.227 eV Å⁻¹

Record 5
Density functional theory data (ωB97M-V/def2-TZVPD) for a 2-piece molecular cluster, C4H11N3O2 overall at a distorted geometry.

Structure (ORCA input):
```
! wB97M-V def2-TZVPD RIJCOSX def2/J DEFGRID3
* xyz 0 1
C -1.760 2.079 -0.282
C -1.416 -0.391 -0.714
N -1.487 -1.694 0.005
N -1.189 0.644 0.118
N -1.560 -0.398 -2.049
H -0.570 -2.172 0.161
H -2.087 -1.479 0.762
H 0.085 0.207 0.901
H -1.726 -1.029 -2.743
H -1.094 0.401 -2.373
H -1.221 2.598 -1.100
H -1.682 2.751 0.710
H -2.685 2.152 -0.728
C 3.305 -0.381 1.138
C 1.816 -0.812 0.970
O 1.266 -1.829 0.509
O 0.996 0.058 1.504
H 3.951 -0.682 0.249
H 3.831 -0.726 2.022
H 3.224 0.700 0.939
*
```

Results
HOMO-LUMO gap = 10.04 eV
HOMO energy = -0.3438 Ha
SMILES = CN=C(N)N.CC(=O)O
calculated total energy = -12890.0449 eV
LUMO energy = 0.68 eV
molar mass = 133.15 g/mol
energy above the lowest of the compared OMol25 structures with the same formula, charge and spin = 64.2 kcal/mol
largest force on an atom = 4.788 eV Å⁻¹

Record 6
Density functional theory data (ωB97M-V/def2-TZVPD) for a 2-piece molecular cluster, C4H11N3O2 overall at a distorted geometry.

Structure (ORCA input):
```
! wB97M-V def2-TZVPD RIJCOSX def2/J DEFGRID3
* xyz 0 1
C 2.852 -2.111 -0.063
C 2.095 -0.865 -0.304
O 1.847 -0.225 0.654
O 1.812 -0.630 -1.672
H 3.928 -2.089 -0.129
H 2.497 -2.953 -0.565
H 2.481 -2.324 1.061
C -2.503 -0.523 0.333
C -1.100 1.520 0.410
N -1.437 0.279 0.910
N -0.913 1.734 -0.955
N -1.030 2.598 1.223
H -1.455 0.406 1.826
H -2.739 -0.325 -0.659
H -3.332 -0.531 1.037
H -1.586 1.776 -1.535
H -0.090 2.169 -1.281
H 1.350 0.305 -1.714
H -0.350 3.331 0.948
H -2.327 -1.541 0.475
*
```

Results
HOMO-LUMO gap = 8.92 eV
HOMO energy = -0.3069 Ha
SMILES = [H]/N=C(\N)NC.CC(=O)O
calculated total energy = -12889.3675 eV
LUMO energy = 0.57 eV
molar mass = 133.15 g/mol
energy above the lowest of the compared OMol25 structures with the same formula, charge and spin = 79.8 kcal/mol
largest force on an atom = 7.778 eV Å⁻¹

Record 7
Density functional theory data (ωB97M-V/def2-TZVPD) for a 2-piece molecular cluster, C4H11N3O2 overall at a distorted geometry.

Structure (ORCA input):
```
! wB97M-V def2-TZVPD RIJCOSX def2/J DEFGRID3
* xyz 0 1
C -0.530 -0.736 2.786
C -1.169 0.239 1.824
O -0.528 1.447 1.897
O -2.212 0.128 1.256
H -0.900 -0.297 3.739
H 0.569 -0.779 2.739
H -1.007 -1.706 2.861
C 1.727 -0.743 -0.381
C 0.033 0.171 -1.729
N -1.330 0.343 -2.048
N 0.334 -0.216 -0.549
N 0.836 0.367 -2.827
H -1.661 1.301 -2.071
H -2.072 -0.170 -1.601
H -0.244 1.979 1.154
H 1.742 0.799 -2.817
H 0.384 0.507 -3.714
H 1.470 -1.655 0.170
H 2.107 -0.085 0.473
H 2.449 -0.896 -1.162
*
```

Results
HOMO-LUMO gap = 9.58 eV
HOMO energy = -0.3273 Ha
SMILES = CN=C(N)N.CC(=O)O
calculated total energy = -12891.0758 eV
LUMO energy = 0.67 eV
molar mass = 133.15 g/mol
energy above the lowest of the compared OMol25 structures with the same formula, charge and spin = 40.5 kcal/mol
largest force on an atom = 4.247 eV Å⁻¹

Record 8
Density functional theory data (ωB97M-V/def2-TZVPD) for a 2-piece molecular cluster, C4H11N3O2 overall at a distorted geometry.

Structure (ORCA input):
```
! wB97M-V def2-TZVPD RIJCOSX def2/J DEFGRID3
* xyz 0 1
C -1.501 1.343 1.884
C -0.538 0.982 -0.306
N -1.596 0.585 -0.853
N -0.392 0.844 1.093
N 0.647 1.373 -0.931
H 1.574 -0.299 0.014
H -1.893 0.940 -1.749
H 0.546 1.144 1.318
H 1.164 2.224 -0.759
H 0.527 1.305 -1.928
H -1.288 2.241 2.471
H -1.848 0.600 2.601
H -2.325 1.593 1.276
C 0.323 -2.196 -0.708
C 1.814 -2.163 -0.505
O 2.275 -0.967 -0.004
O 2.668 -2.929 -0.848
H 0.016 -1.688 0.207
H -0.036 -3.220 -0.723
H -0.139 -1.711 -1.551
*
```

Results
HOMO-LUMO gap = 10.09 eV
HOMO energy = -0.3555 Ha
SMILES = [H]/N=C(\N)NC.CC(=O)O
calculated total energy = -12891.4499 eV
LUMO energy = 0.41 eV
molar mass = 133.15 g/mol
energy above the lowest of the compared OMol25 structures with the same formula, charge and spin = 31.8 kcal/mol
largest force on an atom = 2.764 eV Å⁻¹

Record 9
Density functional theory data (ωB97M-V/def2-TZVPD) for a 2-piece molecular cluster, C4H11N3O2 overall at a distorted geometry.

Structure (ORCA input):
```
! wB97M-V def2-TZVPD RIJCOSX def2/J DEFGRID3
* xyz 0 1
C -0.365 0.636 2.324
C 0.579 -1.134 1.068
N -0.360 -0.202 1.164
N 1.462 -1.394 2.081
N 0.569 -1.863 -0.087
H -1.868 0.769 -0.361
H 0.021 0.329 3.293
H -1.449 0.802 2.543
H 1.402 -0.801 2.875
H 2.332 -1.908 2.038
H -0.255 -1.974 -0.646
H 1.449 -1.861 -0.591
H 0.004 1.632 1.997
C -0.053 1.271 -3.044
C -1.119 0.661 -2.109
O -1.225 1.253 -0.922
O -1.896 -0.246 -2.350
H -0.553 2.151 -3.450
H 0.400 0.348 -3.408
H 0.925 1.529 -2.416
*
```

Results
HOMO-LUMO gap = 9.06 eV
HOMO energy = -0.3069 Ha
SMILES = CN=C(N)N.CC(=O)O
calculated total energy = -12890.8181 eV
LUMO energy = 0.71 eV
molar mass = 133.15 g/mol
energy above the lowest of the compared OMol25 structures with the same formula, charge and spin = 46.4 kcal/mol
largest force on an atom = 4.512 eV Å⁻¹

Record 10
Density functional theory data (ωB97M-V/def2-TZVPD) for one molecule with the formula C4H11N3O2 at a distorted geometry.

Structure (ORCA input):
```
! wB97M-V def2-TZVPD RIJCOSX def2/J DEFGRID3
* xyz 0 1
C 1.997 0.683 -1.044
C 0.593 1.006 -0.704
C 0.125 -1.248 0.730
C -0.515 -2.100 -0.411
H 1.996 -0.436 -1.185
H 2.657 0.748 -0.305
H 2.226 1.194 -2.070
H 0.696 2.040 -0.501
H -0.033 0.768 -1.629
H 1.157 -1.568 0.699
H -0.354 -1.369 1.714
H -0.683 -3.135 -0.093
H -1.558 -1.523 -0.778
H 0.061 -2.044 -1.387
H -1.607 1.956 1.972
N 0.164 0.243 0.597
N -1.006 0.883 0.846
N -2.141 0.923 0.338
O -0.822 1.373 2.128
O -2.951 1.607 1.084
*
```

Results
HOMO-LUMO gap = 10.40 eV
HOMO energy = -0.3520 Ha
SMILES = CCN(CC)N(O)N=O
calculated total energy = -12884.8517 eV
LUMO energy = 0.82 eV
molar mass = 133.15 g/mol
energy above the lowest of the compared OMol25 structures with the same formula, charge and spin = 184.0 kcal/mol
largest force on an atom = 6.251 eV Å⁻¹

Record 11
Density functional theory data (ωB97M-V/def2-TZVPD) for a 2-piece molecular cluster, C4H11N3O2 overall at a distorted geometry.

Structure (ORCA input):
```
! wB97M-V def2-TZVPD RIJCOSX def2/J DEFGRID3
* xyz 1 2
C 1.241 2.166 -2.747
C 0.384 1.947 -1.554
O 0.333 3.071 -0.831
O -0.076 0.889 -1.165
H 1.865 3.045 -2.626
H 0.710 2.453 -3.654
H 1.703 1.213 -2.997
C 0.052 -2.654 2.584
C -0.815 -1.075 1.052
N -0.761 -1.520 2.319
N -0.173 -1.683 0.009
N -1.439 0.043 0.883
H -0.384 3.196 -0.199
H 0.012 -3.470 1.863
H -0.143 -2.964 3.604
H -0.209 -1.041 -0.782
H -0.488 -2.559 -0.304
H -1.544 0.541 1.764
H -1.369 0.735 0.123
H 1.102 -2.335 2.657
*
```

Results
<S²> = 0.7591
HOMO-LUMO gap (alpha / beta) = 11.90 / 8.23 eV
HOMO energy (alpha / beta) = -0.5436 / -0.5513 Ha
calculated total energy = -12884.0899 eV
LUMO energy (alpha / beta) = -2.89 / -6.77 eV
molar mass = 133.15 g/mol
energy above the lowest of the compared OMol25 structures with the same formula, charge and spin = 23.1 kcal/mol
largest force on an atom = 3.320 eV Å⁻¹

Record 12
Density functional theory data (ωB97M-V/def2-TZVPD) for a 2-piece molecular cluster, C4H11N3O4S overall at a distorted geometry.

Structure (ORCA input):
```
! wB97M-V def2-TZVPD RIJCOSX def2/J DEFGRID3
* xyz 0 1
C 0.284 1.004 0.130
C -1.322 0.079 1.802
C 0.393 -2.488 -0.478
C -1.083 2.024 -1.743
N 0.029 0.395 1.318
N -0.235 -1.472 -1.235
N -0.841 1.596 -0.334
O 3.468 0.854 1.491
O 2.362 -1.105 0.887
O 1.442 1.113 -0.374
O -0.098 -1.515 -2.455
S 3.055 0.075 0.391
H -1.284 -0.999 2.086
H -1.699 0.723 2.611
H -1.995 0.150 0.966
H 0.717 -3.377 -1.019
H 1.245 -1.975 0.086
H -0.236 -2.840 0.379
H -1.925 1.431 -2.251
H -0.223 1.738 -2.459
H -1.189 3.108 -1.742
H 0.688 -0.315 1.602
H -1.554 1.795 0.342
*
```

Results
HOMO-LUMO gap = 9.27 eV
HOMO energy = -0.3346 Ha
calculated total energy = -27818.6679 eV
LUMO energy = 0.17 eV
molar mass = 197.22 g/mol
energy above the lowest of the compared OMol25 structures with the same formula, charge and spin = 25.2 kcal/mol
largest force on an atom = 2.705 eV Å⁻¹